DFT (ωB97M-V with the def2-TZVPD basis set) results for 15 unconnected molecules or ions with the total composition C76H73N11O32 at a distorted geometry.

Output
Multiplicity: 1
E_tot: -5948.96488 hartree
Highest occupied orbital energy: -9.644 eV
HOMO-LUMO gap: 8.44 eV

CARTESIAN COORDINATES (ANGSTROEM)
C (-22.727, -9.431, -1.627)
C (-22.598, -10.548, -2.670)
O (-21.885, -9.906, -3.692)
C (-21.921, -8.590, -3.520)
O (-21.482, -7.746, -4.278)
O (-22.527, -8.280, -2.361)
H (-21.921, -9.487, -0.891)
H (-23.702, -9.391, -1.152)
H (-23.583, -10.867, -3.037)
H (-22.015, -11.401, -2.287)
C (-21.445, -1.349, -4.251)
C (-21.776, 0.097, -4.584)
O (-20.966, 0.372, -5.708)
C (-20.169, -0.645, -5.981)
O (-19.334, -0.746, -6.844)
O (-20.401, -1.684, -5.139)
H (-22.252, -2.070, -4.388)
H (-20.989, -1.447, -3.254)
H (-21.608, 0.751, -3.724)
H (-22.817, 0.134, -4.888)
C (-24.160, -11.070, -6.296)
C (-23.725, -12.334, -6.910)
O (-24.883, -13.159, -6.868)
C (-25.662, -12.687, -5.906)
O (-26.663, -13.295, -5.516)
O (-25.256, -11.500, -5.456)
H (-24.533, -10.272, -6.933)
H (-23.387, -10.667, -5.647)
H (-22.979, -12.834, -6.298)
H (-23.476, -12.222, -7.958)
C (-23.711, -6.605, -12.488)
C (-23.606, -8.149, -12.521)
O (-23.789, -8.414, -13.905)
C (-24.172, -7.334, -14.559)
O (-24.559, -7.353, -15.724)
O (-24.125, -6.228, -13.759)
H (-22.816, -6.054, -12.226)
H (-24.468, -6.244, -11.768)
H (-24.410, -8.673, -11.996)
H (-22.623, -8.540, -12.290)
C (-28.065, -3.324, -7.351)
C (-27.521, -2.186, -8.258)
C (-28.504, -1.801, -9.390)
C (-29.874, -1.635, -8.842)
N (-30.927, -1.553, -8.430)
H (-28.093, -4.225, -7.958)
H (-28.940, -3.104, -6.734)
H (-27.307, -3.459, -6.566)
H (-26.538, -2.460, -8.675)
H (-27.445, -1.273, -7.686)
H (-28.613, -2.680, -10.013)
H (-28.228, -0.879, -9.891)
C (-17.272, -5.619, -1.375)
C (-18.163, -6.259, -0.503)
C (-19.528, -6.157, -0.681)
C (-19.975, -5.469, -1.808)
C (-19.097, -4.844, -2.700)
C (-17.737, -4.888, -2.467)
N (-21.402, -5.307, -2.024)
O (-22.090, -5.708, -1.121)
O (-21.781, -4.724, -3.018)
H (-16.222, -5.772, -1.172)
H (-17.843, -6.712, 0.431)
H (-20.212, -6.593, 0.019)
H (-19.460, -4.236, -3.513)
H (-17.032, -4.415, -3.152)
C (-28.999, -10.566, -5.869)
C (-29.962, -10.164, -4.933)
C (-30.064, -8.822, -4.575)
C (-29.120, -7.956, -5.110)
C (-28.172, -8.306, -6.051)
C (-28.160, -9.631, -6.487)
N (-29.126, -6.546, -4.638)
O (-28.568, -5.750, -5.362)
O (-29.663, -6.391, -3.573)
H (-28.991, -11.562, -6.292)
H (-30.583, -10.888, -4.404)
H (-30.722, -8.483, -3.784)
H (-27.512, -7.545, -6.439)
H (-27.509, -9.912, -7.289)
C (-26.031, -11.039, -11.747)
C (-25.144, -11.362, -12.749)
C (-23.763, -11.388, -12.436)
C (-23.398, -11.078, -11.128)
C (-24.304, -10.612, -10.159)
C (-25.633, -10.651, -10.490)
N (-21.993, -11.042, -10.846)
O (-21.224, -11.450, -11.679)
O (-21.700, -10.608, -9.755)
H (-27.089, -11.093, -11.947)
H (-25.492, -11.507, -13.771)
H (-23.013, -11.651, -13.162)
H (-24.034, -10.326, -9.149)
H (-26.383, -10.246, -9.828)
C (-29.619, -11.595, -1.552)
C (-29.587, -10.316, -1.050)
C (-28.620, -9.421, -1.459)
C (-27.682, -9.817, -2.394)
C (-27.647, -11.144, -2.841)
C (-28.623, -12.056, -2.444)
N (-26.683, -8.888, -2.931)
O (-25.644, -9.328, -3.417)
O (-26.967, -7.712, -2.806)
H (-30.359, -12.320, -1.259)
H (-30.327, -10.066, -0.315)
H (-28.536, -8.423, -1.086)
H (-26.984, -11.505, -3.605)
H (-28.594, -13.078, -2.849)
C (-24.327, -4.744, -5.204)
C (-24.645, -4.167, -6.429)
C (-25.023, -4.989, -7.478)
C (-25.138, -6.347, -7.270)
C (-24.849, -6.917, -6.059)
C (-24.497, -6.130, -4.957)
N (-25.506, -7.207, -8.433)
O (-25.640, -8.368, -8.208)
O (-25.708, -6.609, -9.494)
H (-23.968, -4.104, -4.406)
H (-24.559, -3.107, -6.611)
H (-25.296, -4.526, -8.409)
H (-25.027, -7.986, -5.963)
H (-24.203, -6.532, -3.992)
C (-19.099, -5.159, -6.612)
C (-20.375, -5.540, -6.192)
C (-21.167, -6.285, -7.051)
C (-20.658, -6.507, -8.318)
C (-19.392, -6.156, -8.736)
C (-18.621, -5.441, -7.852)
N (-21.473, -7.249, -9.289)
O (-21.106, -7.286, -10.430)
O (-22.459, -7.718, -8.822)
H (-18.521, -4.512, -5.968)
H (-20.721, -5.221, -5.216)
H (-22.145, -6.596, -6.703)
H (-19.022, -6.360, -9.732)
H (-17.604, -5.238, -8.120)
C (-29.871, -8.522, -9.525)
C (-30.831, -9.238, -10.282)
C (-30.576, -9.547, -11.620)
C (-29.409, -9.045, -12.199)
C (-28.508, -8.248, -11.483)
C (-28.718, -8.025, -10.133)
N (-29.153, -9.287, -13.594)
O (-29.624, -10.299, -14.034)
O (-28.475, -8.474, -14.215)
H (-29.966, -8.376, -8.453)
H (-31.739, -9.586, -9.820)
H (-31.286, -10.058, -12.253)
H (-27.724, -7.774, -12.054)
H (-28.015, -7.419, -9.596)
C (-22.731, -3.611, -9.660)
C (-23.554, -2.912, -10.566)
C (-24.047, -1.655, -10.186)
C (-23.633, -1.104, -9.005)
C (-22.707, -1.695, -8.158)
C (-22.306, -2.977, -8.453)
N (-24.198, 0.180, -8.627)
O (-25.188, 0.546, -9.174)
O (-23.596, 0.782, -7.746)
H (-22.484, -4.653, -9.864)
H (-23.761, -3.372, -11.534)
H (-24.680, -1.103, -10.854)
H (-22.394, -1.198, -7.257)
H (-21.611, -3.500, -7.811)
C (-25.960, -2.987, -2.328)
C (-26.968, -3.856, -2.703)
C (-28.240, -3.351, -2.864)
C (-28.461, -2.015, -2.605)
C (-27.502, -1.168, -2.111)
C (-26.231, -1.685, -1.982)
N (-29.890, -1.498, -2.714)
O (-30.046, -0.373, -2.397)
O (-30.704, -2.280, -3.031)
H (-25.000, -3.389, -2.055)
H (-26.694, -4.862, -2.996)
H (-29.059, -3.955, -3.245)
H (-27.659, -0.158, -1.798)
H (-25.378, -1.077, -1.674)
C (-29.652, -4.710, -11.104)
C (-28.420, -5.091, -11.659)
C (-28.109, -5.051, -13.034)
C (-29.157, -4.599, -13.799)
C (-30.411, -4.176, -13.306)
C (-30.670, -4.246, -11.911)
N (-28.985, -4.521, -15.245)
O (-29.846, -3.992, -15.952)
O (-27.970, -5.017, -15.624)
H (-29.853, -4.767, -10.047)
H (-27.651, -5.334, -10.942)
H (-27.166, -5.400, -13.453)
H (-31.224, -3.836, -13.914)
H (-31.638, -3.958, -11.520)

---

DFT (ωB97M-V with the def2-TZVPD basis set) results for a molecular structure, C76H87F5Ge2N3O3S4Ti at a distorted geometry.

Output
Multiplicity: 1
E_tot: -10433.78899 hartree
Charge: -1
Highest occupied orbital energy (spin up / spin down): -3.526 / -3.519 eV
HOMO-LUMO gap (spin up / spin down): 3.28 / 3.27 eV

CARTESIAN COORDINATES (ANGSTROEM)
Ti (0.114, -0.287, -1.918)
C (-1.960, 1.485, -3.097)
C (-1.598, 2.708, -2.506)
C (-0.730, 3.406, -3.474)
C (-0.794, 2.685, -4.637)
C (-1.578, 1.510, -4.449)
C (-2.057, 0.619, -5.560)
C (-3.250, -0.219, -5.097)
C (-2.496, 1.481, -6.755)
C (-0.926, -0.319, -6.007)
C (0.246, 4.549, -3.285)
C (0.879, 4.472, -1.895)
C (-0.380, 5.925, -3.559)
C (1.418, 4.412, -4.270)
C (-2.368, 3.210, -1.298)
C (-3.807, 2.652, -1.357)
C (-2.524, 4.732, -1.236)
C (-1.726, 2.700, -0.004)
H (-2.648, 0.773, -2.668)
H (-0.290, 2.930, -5.549)
H (-4.080, 0.429, -4.817)
H (-2.957, -0.816, -4.236)
H (-3.580, -0.884, -5.895)
H (-3.265, 2.187, -6.449)
H (-2.904, 0.850, -7.543)
H (-1.662, 2.039, -7.169)
H (-1.274, -0.970, -6.811)
H (-0.079, 0.257, -6.367)
H (-0.608, -0.929, -5.160)
H (0.148, 4.521, -1.100)
H (1.589, 5.287, -1.765)
H (1.411, 3.527, -1.790)
H (-1.167, 6.172, -2.859)
H (-0.799, 5.944, -4.563)
H (0.386, 6.696, -3.495)
H (1.854, 3.424, -4.187)
H (2.184, 5.145, -4.022)
H (1.116, 4.579, -5.300)
H (-4.237, 2.818, -2.344)
H (-4.426, 3.164, -0.621)
H (-3.825, 1.590, -1.130)
H (-2.955, 5.111, -2.161)
H (-1.585, 5.234, -1.045)
H (-3.199, 4.985, -0.420)
H (-1.726, 1.610, -0.018)
H (-2.296, 3.030, 0.862)
H (-0.700, 3.043, 0.115)
C (2.413, -0.819, 7.854)
C (1.361, -1.243, 6.873)
C (1.486, -2.421, 6.155)
C (0.523, -2.818, 5.238)
C (0.689, -4.094, 4.474)
C (-0.598, -2.014, 5.035)
C (-0.746, -0.827, 5.758)
C (-1.963, 0.026, 5.575)
C (0.239, -0.456, 6.660)
C (-1.762, -2.533, 4.276)
C (-2.591, -3.356, 5.038)
C (-3.761, -3.871, 4.520)
C (-4.121, -3.536, 3.231)
C (-3.304, -2.722, 2.452)
C (-2.101, -2.229, 2.958)
Ge (-0.870, -1.155, 1.728)
S (-1.687, -0.855, -0.319)
S (1.310, -1.774, 1.889)
Ge (1.604, 0.480, 1.485)
S (1.621, 1.170, -0.572)
S (-0.416, 0.936, 2.529)
C (3.188, 1.193, 2.527)
C (3.125, 2.444, 3.137)
C (4.223, 2.927, 3.840)
C (5.384, 2.186, 3.929)
C (5.458, 0.962, 3.295)
C (4.370, 0.459, 2.586)
C (4.539, -0.856, 1.920)
C (4.418, -2.027, 2.670)
C (3.999, -1.970, 4.106)
C (4.661, -3.252, 2.068)
C (5.037, -3.339, 0.739)
C (5.307, -4.665, 0.093)
C (5.171, -2.167, 0.011)
C (4.934, -0.925, 0.580)
C (5.135, 0.319, -0.231)
C (1.932, 3.315, 3.034)
C (1.821, 4.196, 1.958)
C (2.897, 4.258, 0.918)
C (0.712, 5.028, 1.879)
C (-0.275, 5.011, 2.850)
C (-1.482, 5.898, 2.749)
C (-0.119, 4.168, 3.940)
C (0.974, 3.325, 4.049)
C (1.130, 2.428, 5.236)
C (-3.833, -2.397, 1.108)
C (-4.530, -1.201, 0.922)
C (-4.559, -0.168, 2.007)
C (-5.160, -0.972, -0.291)
C (-5.107, -1.901, -1.319)
C (-5.805, -1.654, -2.623)
C (-4.377, -3.063, -1.128)
C (-3.738, -3.326, 0.072)
C (-2.891, -4.555, 0.215)
H (3.035, -1.661, 8.148)
H (1.963, -0.385, 8.745)
H (3.056, -0.063, 7.402)
H (2.342, -3.057, 6.326)
H (1.533, -4.663, 4.854)
H (0.873, -3.861, 3.425)
H (-0.210, -4.705, 4.529)
H (-2.871, -0.566, 5.676)
H (-1.954, 0.460, 4.576)
H (-1.980, 0.833, 6.301)
H (0.119, 0.454, 7.231)
H (-2.300, -3.577, 6.057)
H (-4.397, -4.510, 5.118)
H (-5.048, -3.900, 2.808)
H (4.158, 3.898, 4.312)
H (6.231, 2.564, 4.485)
H (6.368, 0.377, 3.341)
H (4.427, -1.109, 4.614)
H (4.294, -2.879, 4.625)
H (2.915, -1.881, 4.151)
H (4.555, -4.154, 2.656)
H (5.489, -5.437, 0.838)
H (6.171, -4.600, -0.566)
H (4.449, -4.965, -0.508)
H (5.477, -2.226, -1.023)
H (5.667, 0.091, -1.152)
H (5.696, 1.067, 0.330)
H (4.171, 0.760, -0.492)
H (2.851, 3.374, 0.283)
H (3.882, 4.282, 1.380)
H (2.774, 5.138, 0.292)
H (0.621, 5.705, 1.040)
H (-1.453, 6.492, 1.839)
H (-1.536, 6.573, 3.604)
H (-2.392, 5.299, 2.743)
H (-0.870, 4.161, 4.716)
H (0.371, 2.648, 5.981)
H (2.116, 2.539, 5.685)
H (1.017, 1.390, 4.926)
H (-4.854, -0.605, 2.960)
H (-5.243, 0.638, 1.756)
H (-3.560, 0.256, 2.134)
H (-5.704, -0.049, -0.440)
H (-6.542, -0.860, -2.525)
H (-6.302, -2.558, -2.971)
H (-5.082, -1.358, -3.381)
H (-4.309, -3.783, -1.932)
H (-3.247, -5.353, -0.434)
H (-2.875, -4.911, 1.242)
H (-1.866, -4.312, -0.075)
O (0.238, -2.943, -1.500)
N (0.541, -1.764, -0.923)
F (5.999, -0.453, -5.628)
C (4.771, -0.263, -5.106)
C (3.894, 0.654, -5.674)
F (4.269, 1.347, -6.764)
C (2.632, 0.865, -5.146)
F (1.826, 1.716, -5.810)
C (2.172, 0.211, -3.971)
O (1.053, 0.437, -3.401)
C (3.090, -0.752, -3.468)
F (2.648, -1.482, -2.408)
C (4.341, -0.993, -4.001)
F (5.150, -1.927, -3.474)
N (-0.743, -1.567, -3.061)
C (-0.530, -2.726, -2.648)
N (-1.078, -3.892, -3.148)
C (-0.314, -5.119, -3.163)
C (-1.277, -6.297, -3.353)
O (-2.095, -6.144, -4.493)
C (-2.826, -4.939, -4.426)
C (-1.897, -3.733, -4.330)
H (0.213, -5.221, -2.216)
H (0.416, -5.111, -3.990)
H (-1.908, -6.394, -2.456)
H (-0.719, -7.224, -3.506)
H (-3.482, -4.960, -3.544)
H (-3.434, -4.894, -5.331)
H (-2.461, -2.808, -4.219)
H (-1.275, -3.668, -5.237)